# 1
2 unconnected molecules or ions with the total composition C9H15Br2 at a distorted geometry. Source: OMol25; level of theory: ωB97M-V/def2-TZVPD.

Calculated values
* ⟨S²⟩: 0.78
* E_HOMO (spin up / spin down): -7.330 / -10.025 eV
* energy above the lowest of the compared OMol25 structures with the same formula, charge and spin: 0.00 kJ/mol
* spin multiplicity: 2
* LUMO level (spin up / spin down): -2.01 / -2.02 eV
* charge: 0

Geometry (Å):
Br (3.460, -0.221, 3.182)
Br (1.234, -1.055, 3.313)
C (-3.185, -0.636, 2.400)
C (-2.299, -0.935, 1.384)
C (-1.090, -0.266, 1.259)
C (-0.224, -0.308, 0.019)
C (-0.838, 0.498, -1.138)
C (0.042, 0.491, -2.395)
C (1.522, 0.809, -2.134)
C (2.085, 0.053, -0.931)
C (1.193, 0.186, 0.289)
H (-4.127, -1.164, 2.505)
H (-2.936, 0.164, 3.102)
H (-2.575, -1.691, 0.629)
H (-0.743, 0.356, 2.091)
H (-0.181, -1.369, -0.304)
H (-1.824, 0.091, -1.394)
H (-0.973, 1.540, -0.818)
H (-0.025, -0.505, -2.855)
H (-0.349, 1.215, -3.121)
H (2.116, 0.590, -3.031)
H (1.620, 1.889, -1.937)
H (2.192, -1.014, -1.167)
H (3.078, 0.445, -0.679)
H (1.170, 1.230, 0.626)
H (1.656, -0.391, 1.105)


# 2
A molecular structure, C9H15Br6Cl9 at a distorted geometry. Source: OMol25; level of theory: ωB97M-V/def2-TZVPD.

Calculated values
* E_HOMO: -9.661 eV
* energy above the lowest of the compared OMol25 structures with the same formula, charge and spin: 159.99 kJ/mol
* LUMO level: 0.09 eV
* charge: 0

Geometry (Å):
Br (-1.617, 0.052, -0.891)
C (-0.006, -1.085, -0.966)
C (0.545, -0.886, 0.390)
Br (2.071, -2.186, 0.696)
H (0.613, -0.683, -1.767)
H (-0.418, -2.066, -1.205)
H (-0.102, -1.048, 1.251)
H (0.941, 0.097, 0.644)
Br (1.242, 3.020, -2.714)
C (2.360, 2.496, -1.233)
C (3.640, 1.815, -1.858)
Br (4.331, 2.939, -3.372)
H (1.831, 1.770, -0.616)
H (2.452, 3.424, -0.667)
H (3.519, 0.779, -2.175)
H (4.389, 1.955, -1.079)
Br (-2.383, -1.192, 3.032)
C (-2.806, -2.783, 1.860)
C (-1.798, -3.989, 2.141)
Br (-1.738, -5.042, 0.454)
H (-2.640, -2.526, 0.813)
H (-3.831, -3.091, 2.065)
H (-2.155, -4.541, 3.010)
H (-0.785, -3.650, 2.357)
C (-3.989, 2.061, 1.397)
Cl (-4.699, 1.769, 3.023)
Cl (-2.412, 2.897, 1.596)
Cl (-5.092, 3.085, 0.341)
H (-3.791, 1.163, 0.811)
C (0.495, -1.177, -5.516)
Cl (1.910, -2.151, -4.983)
Cl (-0.723, -1.066, -4.148)
Cl (-0.209, -1.693, -7.158)
H (0.875, -0.157, -5.584)
C (1.966, 2.304, 4.029)
Cl (1.159, 1.755, 2.543)
Cl (1.865, 3.997, 4.297)
Cl (3.592, 1.732, 4.316)
H (1.395, 1.902, 4.866)


# 3
A molecular structure, C9H15BrN2O5PdS2Si at a distorted geometry. Source: OMol25; level of theory: ωB97M-V/def2-TZVPD.

Calculated values
* E_HOMO: -16.229 eV
* LUMO level: -13.18 eV
* charge: +2

Geometry (Å):
C (-3.316, 1.089, -0.802)
Si (-1.458, 1.234, -0.403)
C (-1.072, 2.109, 1.260)
C (-0.703, 2.377, -1.780)
C (-0.469, -0.412, -0.495)
O (-0.237, -0.753, -1.882)
S (-1.163, -2.157, -2.063)
O (-2.544, -1.810, -2.457)
O (-0.423, -2.928, -3.084)
O (-0.941, -2.760, -0.495)
C (-0.836, -1.645, 0.445)
Br (-2.597, -1.614, 1.398)
C (0.202, -1.826, 1.630)
C (1.380, -2.843, 1.321)
S (2.511, -2.317, -0.044)
C (3.077, -0.641, 0.225)
N (3.663, 0.307, -0.659)
N (3.833, 1.396, 0.158)
C (3.390, 1.143, 1.476)
O (2.929, -0.158, 1.543)
H (-3.754, 0.059, -0.694)
H (-3.855, 1.858, -0.156)
H (-3.507, 1.424, -1.875)
H (-0.101, 1.664, 1.664)
H (-0.841, 3.205, 1.050)
H (-1.873, 1.995, 2.042)
H (-0.629, 3.453, -1.450)
H (0.376, 2.000, -1.911)
H (-1.230, 2.244, -2.771)
H (0.547, -0.089, -0.067)
H (-0.368, -2.259, 2.514)
H (0.589, -0.826, 1.974)
H (1.031, -3.911, 1.131)
H (2.007, -2.910, 2.274)
H (3.361, 1.785, 2.401)
Pd (3.019, 2.513, -1.419)


# 4
A molecular structure, C9H15Cl2FeO6PTi at a distorted geometry. Source: OMol25; level of theory: ωB97M-V/def2-TZVPD.

Calculated values
* ⟨S²⟩: 12.04
* E_HOMO (spin up / spin down): -23.473 / -23.372 eV
* energy above the lowest of the compared OMol25 structures with the same formula, charge and spin: 109.21 kJ/mol
* spin multiplicity: 7
* LUMO level (spin up / spin down): -17.13 / -19.25 eV
* charge: +4

Geometry (Å):
Fe (-3.567, -2.773, -1.436)
Ti (-1.098, -2.159, -0.666)
Cl (-3.117, -0.872, -0.435)
Cl (-0.184, -2.753, -2.642)
C (-0.113, -3.046, 0.780)
C (-5.337, -3.034, -1.215)
C (-3.009, -4.110, -2.492)
O (0.614, -3.489, 1.592)
O (-6.358, -2.478, -1.096)
O (-3.011, -5.263, -2.691)
C (-1.502, 2.614, 2.364)
C (-1.099, 2.143, 0.990)
O (-0.969, 0.710, 1.083)
P (0.045, -0.334, 0.380)
O (1.283, -0.319, 1.462)
C (2.008, 0.836, 2.156)
C (2.793, 1.629, 1.142)
O (0.669, 0.465, -0.917)
C (1.829, -0.197, -1.561)
C (2.335, 0.731, -2.623)
H (-2.333, 2.014, 2.747)
H (-1.787, 3.667, 2.349)
H (-0.666, 2.514, 3.065)
H (-1.848, 2.378, 0.225)
H (-0.142, 2.584, 0.684)
H (1.268, 1.434, 2.717)
H (2.695, 0.346, 2.864)
H (2.142, 2.099, 0.390)
H (3.382, 2.400, 1.660)
H (3.502, 0.960, 0.641)
H (2.593, -0.393, -0.798)
H (1.500, -1.149, -2.001)
H (2.672, 1.682, -2.205)
H (3.192, 0.243, -3.086)
H (1.618, 0.920, -3.428)


# 5
A single C9H15F3OSe molecule at a distorted geometry. Source: OMol25; level of theory: ωB97M-V/def2-TZVPD.

Calculated values
* E_HOMO (spin up / spin down): -7.875 / -7.875 eV
* energy above the lowest of the compared OMol25 structures with the same formula, charge and spin: 41.45 kJ/mol
* LUMO level (spin up / spin down): -0.10 / -0.09 eV
* charge: 0

Geometry (Å):
C (2.549, 0.527, 0.757)
C (-3.853, 1.741, 0.488)
C (1.562, -2.771, 1.340)
C (-2.291, 1.438, 0.597)
C (-1.984, 0.275, -0.351)
C (-0.497, 0.105, -0.446)
C (-0.140, -1.346, -1.001)
C (1.385, -1.663, -1.346)
C (3.487, 1.175, -0.189)
O (2.333, 0.988, 1.847)
F (4.722, 0.719, 0.146)
F (3.263, 0.790, -1.455)
F (3.490, 2.550, -0.113)
Se (2.446, -1.589, 0.348)
H (-4.091, 2.709, 1.066)
H (-4.362, 0.953, 0.961)
H (-4.072, 1.845, -0.558)
H (1.929, -3.052, 2.201)
H (0.549, -2.513, 1.227)
H (-1.686, 2.415, 0.487)
H (-1.956, 1.168, 1.641)
H (-2.276, -0.712, 0.201)
H (-2.369, 0.461, -1.325)
H (-0.021, 0.824, -0.949)
H (-0.217, 0.148, 0.644)
H (-0.566, -1.332, -2.134)
H (-0.561, -2.075, -0.316)
H (1.854, -1.047, -2.100)
H (1.375, -2.731, -1.667)


# 6
2 unconnected molecules or ions with the total composition C9H15N2 at a distorted geometry. Source: OMol25; level of theory: ωB97M-V/def2-TZVPD.

Calculated values
* E_HOMO (spin up / spin down): -12.321 / -12.576 eV
* energy above the lowest of the compared OMol25 structures with the same formula, charge and spin: 482.97 kJ/mol
* LUMO level (spin up / spin down): -5.31 / -4.58 eV
* charge: +1

Geometry (Å):
C (-3.377, 0.773, 0.237)
C (-3.020, -0.527, 0.648)
C (-2.433, 1.563, -0.358)
C (-1.772, -1.072, 0.291)
C (-1.151, 1.056, -0.560)
C (-0.802, -0.217, -0.226)
C (2.820, 1.137, 0.114)
C (0.911, -2.048, 0.137)
C (1.825, 0.863, 1.188)
N (1.255, -0.350, -1.492)
N (0.596, -0.661, -0.346)
H (-4.318, 1.091, 0.422)
H (-3.782, -1.181, 1.126)
H (-2.571, 2.537, -0.568)
H (-1.481, -2.147, 0.596)
H (-0.475, 1.676, -0.937)
H (3.612, 0.545, -0.022)
H (2.401, 1.149, -0.893)
H (3.154, 2.239, 0.316)
H (2.015, -2.031, -0.144)
H (0.666, -2.268, 1.253)
H (0.507, -2.904, -0.362)
H (0.890, 1.217, 1.234)
H (2.104, 0.432, 2.126)
H (0.671, 0.292, -1.990)
H (1.753, -1.166, -1.792)


# 7
2 unconnected molecules or ions with the total composition C9H15N2O at a distorted geometry. Source: OMol25; level of theory: ωB97M-V/def2-TZVPD.

Calculated values
* E_HOMO: -12.632 eV
* energy above the lowest of the compared OMol25 structures with the same formula, charge and spin: 229.75 kJ/mol
* LUMO level: -2.67 eV
* charge: +1

Geometry (Å):
C (-2.504, 0.175, -0.559)
C (-2.813, 0.219, 0.617)
C (1.339, 1.288, -0.810)
C (1.254, -0.680, 0.279)
C (2.539, -0.285, 0.077)
C (-2.616, -0.236, -1.967)
C (-3.185, 0.438, 2.003)
C (0.609, -1.813, 0.996)
C (3.884, -0.733, 0.489)
N (0.465, 0.340, -0.207)
N (0.995, 2.342, -1.608)
O (2.535, 0.971, -0.551)
H (-1.648, -0.587, -2.438)
H (-2.952, 0.729, -2.512)
H (-3.441, -0.950, -1.992)
H (-3.978, -0.283, 2.355)
H (-3.442, 1.467, 1.998)
H (-2.240, 0.287, 2.695)
H (1.296, -2.628, 1.060)
H (-0.237, -2.009, 0.375)
H (0.269, -1.444, 1.960)
H (4.351, -1.372, -0.347)
H (3.820, -1.271, 1.401)
H (4.413, 0.230, 0.688)
H (-0.494, 0.240, -0.373)
H (0.041, 2.510, -1.862)
H (1.740, 3.052, -1.769)


# 8
2 unconnected molecules or ions with the total composition C9H15N2O at a distorted geometry. Source: OMol25; level of theory: ωB97M-V/def2-TZVPD.

Calculated values
* E_HOMO: -12.024 eV
* energy above the lowest of the compared OMol25 structures with the same formula, charge and spin: 753.34 kJ/mol
* LUMO level: -5.22 eV
* charge: +1

Geometry (Å):
C (1.705, -0.390, 1.815)
C (0.064, -0.159, 1.947)
C (-0.512, 1.345, 2.345)
C (-2.166, 1.453, 2.492)
C (-3.078, 0.084, 2.224)
N (-2.443, -1.253, 1.839)
C (-0.939, -1.435, 1.707)
H (1.958, -1.236, 1.036)
H (2.061, -0.699, 2.909)
H (2.259, 0.597, 1.515)
H (0.170, 2.274, 2.556)
H (-2.618, 2.494, 2.805)
H (-4.253, 0.140, 2.342)
H (-3.057, -2.089, 1.656)
H (-0.520, -2.496, 1.442)
C (0.648, -0.855, -1.418)
O (1.470, -1.603, -0.902)
N (0.905, 0.027, -2.446)
C (-0.124, 0.879, -3.003)
C (2.246, 0.106, -2.985)
H (-0.402, -0.835, -1.083)
H (-0.231, 0.655, -4.068)
H (0.174, 1.924, -2.876)
H (-1.084, 0.717, -2.504)
H (2.534, -0.877, -3.370)
H (2.937, 0.386, -2.184)
H (2.297, 0.846, -3.789)